[1]
DFT (ωB97M-V/def2-TZVPD) results for a single C5H6BNO5 molecule.

Calculated values
**Structure (SMILES)**: NC1=C(CB(O)O)C(=O)OC1=O
**Highest occupied orbital energy**: -0.3481 hartree
**Total energy**: -650.03139 Eh
**Relative energy (zero: lowest compared OMol25 entry of this formula, charge and spin)**: 0.0 kcal/mol
**Gap between HOMO and LUMO**: 9.5 eV

Cartesian coordinates (Å):
N 0.706 1.954 -1.457
C -0.248 0.976 -1.159
C -0.149 -0.204 -0.517
C 1.123 -0.824 0.110
B 0.958 -0.646 1.714
O 1.819 -1.241 2.655
O -0.094 0.159 2.219
C -1.502 -0.903 -0.418
O -1.771 -1.862 0.181
O -2.405 -0.163 -1.223
C -1.770 1.022 -1.483
O -2.212 2.050 -1.868
H 0.253 2.630 -2.081
H 1.498 1.565 -1.969
H 1.238 -1.892 -0.170
H 2.031 -0.234 -0.160
H 1.319 -1.987 3.031
H -0.793 -0.401 2.595

The natural (NBO) scheme yields these atomic charges, measured in e: -0.79, 0.11, -0.14, -0.83, 1.21, -0.93, -0.94, 0.79, -0.52, -0.50, 0.77, -0.53, 0.40, 0.39, 0.26, 0.26, 0.50, 0.50

[2]
DFT (ωB97M-V/def2-TZVPD) results for a molecular structure, C6H14InO4S.

Calculated values
**Highest occupied orbital energy**: -0.1886 hartree
**Total energy**: -1126.35913 Eh
**Gap between HOMO and LUMO**: 8.1 eV
**Total charge**: -1

Cartesian coordinates (Å):
C -4.855 -0.966 0.507
C -3.947 -2.016 1.143
O -3.052 -1.455 2.047
In -1.038 -1.421 1.594
S -0.828 -0.943 -0.855
H -5.762 -1.409 0.081
H -4.341 -0.417 -0.285
H -5.147 -0.244 1.271
H -4.582 -2.761 1.658
H -3.443 -2.560 0.325
H -0.374 -3.027 1.756
H -0.292 -0.168 2.555
H -1.640 0.104 -1.040
C 3.702 -0.165 -0.409
C 3.141 1.226 -0.334
C 1.898 1.486 -1.157
O 2.023 2.892 -1.446
C 3.331 3.211 -1.414
O 3.790 4.252 -1.777
O 4.058 2.192 -0.903
H 4.633 -0.238 0.152
H 2.979 -0.862 0.016
H 3.891 -0.444 -1.447
H 2.967 1.525 0.704
H 0.968 1.274 -0.641
H 1.921 0.936 -2.101

The Löwdin scheme yields these atomic charges, measured in e: -0.11, -0.48, -0.45, 0.23, 0.11, 0.06, 0.05, 0.06, 0.09, 0.08, -0.12, -0.13, -0.30, -0.02, -0.32, -0.10, 0.06, -0.58, 0.14, 0.07, 0.08, 0.09, 0.09, 0.16, 0.09, 0.13

[3]
DFT (ωB97M-V/def2-TZVPD) results for a molecular structure, C59H45CoGeN7O5.

Calculated values
**Highest occupied orbital energy (spin up / spin down)**: -0.3703 / -0.3703 hartree
**Total energy**: -6494.27823 Eh
**Gap between HOMO and LUMO (spin up / spin down)**: 5.9 / 5.9 eV
**Total charge**: +1

Cartesian coordinates (Å):
Co -0.248 0.157 -0.147
C 10.390 -0.527 8.459
O 9.016 -0.487 8.827
C 8.106 -0.395 7.837
C 8.425 -0.309 6.485
C 7.411 -0.219 5.544
C 6.076 -0.218 5.926
C 5.772 -0.297 7.288
C 6.770 -0.383 8.233
C 5.034 -0.129 4.897
N 5.230 0.168 3.631
C 3.988 0.121 3.052
C 3.023 -0.203 3.967
N 3.706 -0.360 5.150
C 1.628 -0.244 3.659
C 0.598 -0.417 4.593
C -0.700 -0.313 4.178
C -0.969 -0.055 2.829
N -0.020 0.062 1.919
C 1.274 -0.023 2.319
C 2.292 0.247 1.329
N 1.869 0.433 0.067
C 2.736 0.849 -0.829
C 4.088 1.070 -0.549
C 4.547 0.815 0.717
C 3.635 0.388 1.690
H 10.945 -0.624 9.385
H 10.689 0.392 7.952
H 10.601 -1.385 7.818
H 9.456 -0.312 6.158
H 7.648 -0.151 4.490
H 4.741 -0.271 7.629
H 6.543 -0.439 9.290
H 3.318 -0.615 6.040
H 0.827 -0.596 5.637
H -1.523 -0.406 4.873
H -1.984 0.082 2.489
H 2.344 1.049 -1.814
H 4.745 1.429 -1.331
H 5.587 0.949 0.994
O -0.381 5.901 -4.824
N -0.281 5.710 -3.630
O -0.073 6.599 -2.823
C -0.394 4.330 -3.136
C -0.693 3.381 -4.060
C -0.702 2.007 -3.752
C -1.084 0.962 -4.662
C -0.882 -0.313 -4.311
C -0.208 -0.656 -3.044
N -0.220 0.352 -2.070
C -0.375 1.612 -2.456
C -0.267 2.618 -1.434
N -0.242 2.127 -0.168
C -0.085 2.967 0.826
C 0.031 4.343 0.615
C -0.060 4.860 -0.647
C -0.225 3.985 -1.746
H -0.918 3.709 -5.066
H -1.550 1.226 -5.606
H -1.161 -1.136 -4.957
H -0.647 -1.550 -2.638
H -0.079 2.549 1.823
H 0.162 4.999 1.466
H -0.024 5.923 -0.805
O -1.803 -2.467 -1.389
C -0.807 -2.652 -0.697
O -0.036 -1.735 -0.176
C -0.363 -4.080 -0.473
C 0.037 -4.687 -1.826
Ge 1.720 -4.041 -2.606
C 2.561 -5.501 -3.597
C 2.380 -6.812 -3.152
C 3.043 -7.870 -3.763
C 3.898 -7.632 -4.831
C 4.102 -6.333 -5.275
C 3.448 -5.275 -4.654
C 1.573 -2.484 -3.828
C 1.533 -1.127 -3.319
C 2.062 -0.113 -4.190
C 2.122 -0.311 -5.539
C 1.786 -1.569 -6.047
C 1.587 -2.660 -5.193
C 2.990 -3.639 -1.177
C 3.941 -2.619 -1.256
C 4.854 -2.418 -0.227
C 4.818 -3.221 0.905
C 3.899 -4.261 0.981
C 3.005 -4.476 -0.061
H -1.233 -4.621 -0.094
H 0.434 -4.119 0.264
H -0.771 -4.508 -2.538
H 0.147 -5.769 -1.744
H 1.718 -7.023 -2.319
H 2.893 -8.881 -3.402
H 4.411 -8.457 -5.311
H 4.778 -6.142 -6.101
H 3.650 -4.265 -4.994
H 1.924 -1.071 -2.309
H 2.267 0.872 -3.785
H 2.418 0.486 -6.208
H 1.766 -1.719 -7.122
H 1.501 -3.653 -5.622
H 4.000 -1.995 -2.145
H 5.603 -1.642 -0.310
H 5.520 -3.048 1.712
H 3.888 -4.916 1.845
H 2.327 -5.323 -0.006
C -5.000 -0.002 0.099
C -4.206 -0.944 0.740
C -2.822 -0.880 0.638
C -2.189 0.118 -0.099
C -2.999 1.041 -0.751
C -4.389 0.987 -0.652
H -6.080 -0.047 0.179
H -4.662 -1.745 1.314
H -2.239 -1.653 1.127
H -2.583 1.836 -1.358
H -4.985 1.729 -1.170

Atomic partial charges in e from the Löwdin method, atoms 1 to 99: 0.53, -0.07, -0.07, -0.28, 0.00, -0.01, -0.16, -0.03, 0.01, -0.25, 0.20, -0.17, -0.12, 0.19, -0.06, 0.02, -0.01, -0.08, 0.08, -0.11, -0.12, 0.11, -0.10, -0.02, 0.01, -0.06, 0.10, 0.10, 0.10, 0.11, 0.12, 0.11, 0.13, 0.15, 0.12, 0.12, 0.11, 0.09, 0.12, 0.13, 0.09, -0.34, 0.07, -0.07, 0.08, -0.12, 0.01, 0.00, -0.13, 0.07, -0.19, -0.13, 0.06, -0.06, -0.01, 0.04, -0.04, 0.14, 0.13, 0.13, 0.10, 0.12, 0.12, 0.11, 0.04, -0.63, -0.08, -0.15, -0.23, 1.06, -0.26, -0.11, -0.08, -0.08, -0.08, -0.12, -0.18, -0.20, -0.04, -0.05, -0.01, -0.09, -0.25, -0.10, -0.09, -0.08, -0.07, -0.11, 0.13, 0.09, 0.08, 0.06, 0.09, 0.11, 0.11, 0.11, 0.09, 0.09, 0.11

[4]
DFT (ωB97M-V/def2-TZVPD) results for a molecular structure, C46H38N7O2P2SV.

Calculated values
**Highest occupied orbital energy (spin up / spin down)**: -0.3444 / -0.3249 hartree
**Total energy**: -4334.15070 Eh
**Relative energy (zero: lowest compared OMol25 entry of this formula, charge and spin)**: 0.0 kcal/mol
**Gap between HOMO and LUMO (spin up / spin down)**: 7.1 / 6.6 eV
**Spin multiplicity**: 2
**Total charge**: +1

Cartesian coordinates (Å):
V -0.520 0.541 -0.191
O -1.521 -1.052 0.854
S -1.295 -2.543 0.840
C -1.820 -3.174 -0.749
C -2.180 -4.515 -0.737
C -2.482 -5.161 -1.925
C -2.425 -4.454 -3.116
C -2.114 -3.100 -3.111
C -1.820 -2.423 -1.927
P -1.660 -0.589 -1.953
C -1.037 -0.281 -3.631
C 0.290 -0.635 -3.884
C 0.867 -0.335 -5.107
C 0.128 0.332 -6.078
C -1.189 0.686 -5.829
C -1.776 0.378 -4.606
C -3.407 -0.078 -1.975
C -4.485 -0.929 -2.191
C -5.779 -0.425 -2.195
C -6.002 0.930 -1.997
C -4.929 1.786 -1.787
C -3.636 1.286 -1.766
C 0.498 -2.792 0.695
C 0.972 -3.859 -0.055
C 2.316 -4.197 -0.020
C 3.175 -3.484 0.795
C 2.701 -2.410 1.536
C 1.363 -2.023 1.497
P 0.811 -0.450 2.296
C -0.305 -1.066 3.602
C -1.161 -0.149 4.208
C -2.028 -0.549 5.212
C -2.057 -1.878 5.616
C -1.204 -2.796 5.024
C -0.325 -2.392 4.026
C 2.265 0.107 3.263
C 2.255 0.149 4.655
C 3.331 0.683 5.353
C 4.433 1.175 4.673
C 4.460 1.130 3.284
C 3.382 0.610 2.587
H -2.204 -5.056 0.203
H -2.757 -6.207 -1.918
H -2.646 -4.949 -4.053
H -2.113 -2.547 -4.043
H 0.874 -1.123 -3.111
H 1.897 -0.605 -5.299
H 0.584 0.580 -7.028
H -1.763 1.206 -6.585
H -2.803 0.662 -4.412
H -4.328 -1.989 -2.347
H -6.614 -1.095 -2.355
H -7.012 1.317 -2.003
H -5.100 2.844 -1.633
H -2.794 1.946 -1.591
H 0.302 -4.437 -0.674
H 2.676 -5.025 -0.616
H 4.220 -3.757 0.862
H 3.389 -1.862 2.164
H -1.142 0.886 3.893
H -2.685 0.173 5.680
H -2.738 -2.193 6.395
H -1.214 -3.831 5.344
H 0.354 -3.115 3.588
H 1.407 -0.237 5.204
H 3.308 0.707 6.435
H 5.272 1.588 5.219
H 5.320 1.504 2.742
H 3.421 0.577 1.507
O 1.471 0.103 -0.858
C 2.181 1.111 -0.663
C 3.553 1.188 -1.161
C 4.206 2.303 -1.476
C 3.703 3.722 -1.435
C 2.169 3.851 -1.413
C 0.431 2.768 -0.091
C -0.538 2.907 1.022
N -1.523 2.039 1.121
C -2.312 2.476 2.157
C -1.774 3.615 2.681
N -0.637 3.871 1.947
H 4.011 0.219 -1.326
H 5.222 2.205 -1.842
H 4.017 4.177 -2.378
H 1.935 4.917 -1.488
H -3.197 1.945 2.462
H -2.096 4.254 3.485
H 0.007 4.637 2.063
N 4.392 4.420 -0.359
N 1.679 3.488 -0.063
N 1.590 3.163 -2.534
C 0.475 2.542 -2.394
N -0.232 2.345 -1.241
N 1.713 2.064 0.218
H 4.285 5.422 -0.446
H 4.025 4.138 0.542
H 0.042 2.099 -3.286

The Löwdin scheme yields these atomic charges, measured in e: 0.62, -0.65, 1.08, -0.39, -0.10, -0.05, -0.04, -0.07, -0.30, 1.06, -0.38, -0.10, -0.06, -0.07, -0.07, -0.08, -0.34, -0.07, -0.07, -0.07, -0.07, -0.10, -0.34, -0.06, -0.05, -0.05, -0.06, -0.34, 1.12, -0.40, -0.10, -0.07, -0.07, -0.07, -0.10, -0.35, -0.07, -0.07, -0.08, -0.07, -0.12, 0.12, 0.12, 0.12, 0.12, 0.10, 0.11, 0.11, 0.11, 0.11, 0.10, 0.11, 0.11, 0.11, 0.08, 0.10, 0.11, 0.11, 0.10, 0.09, 0.11, 0.11, 0.11, 0.11, 0.10, 0.11, 0.11, 0.11, 0.08, -0.05, -0.44, 0.01, 0.00, -0.34, -0.29, -0.42, -0.27, 0.06, -0.10, -0.06, 0.15, 0.13, 0.12, 0.15, 0.15, 0.12, 0.12, 0.17, 0.06, 0.12, 0.12, -0.21, -0.01, 0.12, 0.08, 0.07, 0.11

Maximum force in eV Å⁻¹, matching the order above: 4.1, 0.4, 2.7, 0.8